{
  "formula": "C42H109N7O11",
  "method": "ωB97M-V/def2-TZVPD",
  "total_charge": -1,
  "homo_energy_ev": [0.71, -5.99],
  "spin_multiplicity": 2,
  "homo_lumo_gap_ev": [1.35, 8.23],
  "total_energy_ha": -2876.1852,
  "largest_force_ev_per_a": 4.26,
  "elements": ["C", "C", "C", "C", "C", "C", "N", "O", "C", "C", "C", "H", "H", "H", "H", "H", "H", "H", "H", "H", "H", "H", "H", "H", "H", "H", "H", "H", "H", "H", "C", "C", "C", "C", "C", "C", "N", "O", "C", "C", "C", "H", "H", "H", "H", "H", "H", "H", "H", "H", "H", "H", "H", "H", "H", "H", "H", "H", "H", "H", "C", "O", "H", "H", "H", "H", "C", "O", "H", "H", "H", "H", "C", "O", "H", "H", "H", "H", "C", "O", "H", "H", "H", "H", "C", "C", "C", "O", "C", "N", "H", "H", "H", "H", "H", "H", "H", "H", "H", "H", "H", "C", "C", "C", "O", "C", "N", "H", "H", "H", "H", "H", "H", "H", "H", "H", "H", "H", "C", "C", "C", "O", "C", "N", "H", "H", "H", "H", "H", "H", "H", "H", "H", "H", "H", "C", "C", "C", "O", "C", "N", "H", "H", "H", "H", "H", "H", "H", "H", "H", "H", "H", "C", "C", "C", "O", "C", "N", "H", "H", "H", "H", "H", "H", "H", "H", "H", "H", "H"],
  "positions_angstrom": [[0.659, 4.045, -7.240], [-0.136, 2.823, -6.807], [-1.482, 2.565, -7.590], [-1.234, 2.074, -8.964], [-0.373, 0.840, -9.049], [0.929, 0.870, -8.153], [0.709, 1.582, -6.859], [1.815, 1.457, -6.031], [1.359, -0.601, -7.950], [1.977, 1.542, -9.027], [-0.672, 3.019, -5.399], [0.127, 4.911, -6.847], [0.838, 4.222, -8.300], [1.653, 4.067, -6.793], [-2.013, 1.761, -7.080], [-2.155, 3.410, -7.450], [-0.821, 2.867, -9.588], [-2.185, 1.848, -9.447], [-0.154, 0.735, -10.112], [-0.947, -0.037, -8.751], [0.638, -1.129, -7.326], [1.358, -1.123, -8.907], [2.376, -0.760, -7.592], [2.918, 1.432, -8.489], [2.002, 1.118, -10.031], [1.818, 2.611, -9.163], [-1.177, 3.966, -5.210], [0.136, 3.127, -4.675], [-1.344, 2.214, -5.102], [2.504, 1.927, -6.506], [-2.868, -1.378, 0.239], [-4.342, -0.833, 0.523], [-5.101, -0.783, -0.854], [-6.592, -0.539, -0.775], [-7.163, -1.677, 0.104], [-6.522, -1.854, 1.508], [-5.046, -1.715, 1.457], [-4.495, -1.647, 2.664], [-7.344, -0.821, 2.389], [-6.844, -3.287, 2.074], [-4.252, 0.616, 1.015], [-2.250, -1.390, 1.136], [-2.490, -0.733, -0.554], [-2.860, -2.405, -0.125], [-4.697, -0.041, -1.543], [-4.944, -1.721, -1.387], [-7.151, -0.679, -1.700], [-6.866, 0.399, -0.292], [-7.181, -2.655, -0.376], [-8.216, -1.441, 0.255], [-8.408, -1.051, 2.329], [-7.028, -0.741, 3.429], [-7.172, 0.196, 2.037], [-6.235, -4.018, 1.543], [-6.593, -3.429, 3.125], [-7.850, -3.685, 1.940], [-3.867, 1.317, 0.275], [-3.853, 0.728, 2.023], [-5.281, 0.961, 1.117], [-3.822, -2.330, 2.615], [3.299, 4.889, 1.362], [3.025, 3.542, 1.757], [2.681, 5.108, 0.491], [3.014, 5.592, 2.145], [4.354, 4.950, 1.094], [3.764, 3.012, 1.449], [4.706, -3.607, -1.525], [4.060, -2.593, -0.757], [4.043, -4.312, -2.027], [5.220, -3.219, -2.404], [5.464, -4.083, -0.903], [3.681, -2.960, 0.046], [5.544, 0.873, 1.654], [4.782, 1.674, 0.802], [6.547, 1.265, 1.483], [5.220, 1.083, 2.673], [5.373, -0.177, 1.417], [4.929, 1.418, -0.111], [-1.415, -3.105, 3.570], [-2.336, -3.649, 2.634], [-1.454, -3.677, 4.497], [-0.390, -2.968, 3.224], [-1.661, -2.055, 3.731], [-1.943, -4.517, 2.513], [3.034, 1.885, 4.884], [1.988, 2.927, 5.308], [2.637, 4.334, 5.425], [3.786, 4.479, 6.281], [3.457, 4.242, 7.619], [0.954, 2.930, 4.289], [3.828, 1.895, 5.631], [3.575, 2.152, 3.976], [2.626, 0.874, 4.864], [1.681, 2.596, 6.300], [1.820, 4.951, 5.797], [2.860, 4.818, 4.474], [4.397, 4.417, 8.142], [3.146, 3.226, 7.860], [2.763, 4.966, 8.047], [1.516, 2.998, 3.452], [0.416, 3.784, 4.317], [3.846, -2.342, 3.942], [4.282, -3.051, 2.627], [4.808, -4.501, 2.832], [6.182, -4.453, 3.126], [6.678, -5.578, 3.680], [3.123, -3.012, 1.719], [3.559, -1.327, 3.667], [4.666, -2.161, 4.637], [3.108, -2.865, 4.549], [5.069, -2.564, 2.051], [4.714, -5.023, 1.880], [4.226, -5.003, 3.606], [7.757, -5.462, 3.784], [6.547, -6.530, 3.166], [6.348, -5.638, 4.718], [2.367, -3.510, 2.166], [2.828, -2.046, 1.687], [-3.507, 0.622, 5.395], [-2.432, 1.562, 4.729], [-2.716, 3.058, 5.053], [-3.998, 3.552, 4.701], [-4.336, 3.675, 3.295], [-1.162, 1.141, 5.304], [-3.655, 0.728, 6.470], [-3.324, -0.441, 5.244], [-4.473, 0.856, 4.948], [-2.278, 1.483, 3.652], [-1.915, 3.626, 4.581], [-2.494, 3.377, 6.071], [-3.511, 4.232, 2.850], [-5.325, 4.122, 3.200], [-4.381, 2.700, 2.810], [-0.369, 1.662, 4.960], [-0.854, 0.182, 5.223], [-0.168, 0.366, 1.967], [0.588, -0.176, 0.754], [0.608, 0.804, -0.424], [1.224, 0.440, -1.634], [0.899, 1.279, -2.754], [1.954, -0.296, 1.115], [-1.240, 0.183, 1.907], [-0.042, 1.442, 2.095], [0.120, -0.170, 2.871], [0.164, -1.138, 0.467], [0.977, 1.758, -0.049], [-0.457, 1.018, -0.513], [1.501, 1.082, -3.641], [0.957, 2.328, -2.464], [-0.124, 1.053, -3.056], [2.274, 0.644, 1.305], [2.394, -0.626, 0.268], [0.861, -3.377, -1.564], [0.847, -2.831, -3.035], [-0.406, -2.175, -3.600], [-1.600, -2.938, -3.334], [-1.749, -4.189, -4.082], [1.989, -1.916, -3.158], [0.788, -2.583, -0.821], [1.755, -3.969, -1.372], [0.066, -4.107, -1.410], [1.106, -3.707, -3.629], [-0.309, -1.848, -4.635], [-0.507, -1.231, -3.064], [-1.417, -4.040, -5.110], [-2.779, -4.535, -3.996], [-1.028, -4.907, -3.691], [2.810, -2.291, -2.705], [1.787, -1.125, -2.563]],
  "mulliken_charge": [-2.18, 3.30, -1.60, -0.79, -1.19, 2.18, -0.29, -0.19, -1.84, -1.89, -2.57, 0.44, 0.23, 0.36, 0.46, 0.44, 0.33, 0.37, 0.29, 0.44, 0.22, 0.43, 0.30, 0.41, 0.43, 0.26, 0.43, 0.42, 0.39, 0.25, -1.38, 1.78, -1.26, -0.70, -1.38, 1.63, 0.52, -0.52, -1.74, -1.92, -1.90, -0.20, 0.37, 0.37, 0.41, 0.51, 0.42, 0.32, 0.44, 0.41, 0.45, 0.32, 0.39, 0.49, 0.31, 0.37, 0.37, -0.31, 0.72, 0.30, -1.63, -0.10, 0.42, 0.24, 0.29, 0.15, -1.07, -0.14, 0.31, 0.32, 0.28, 0.26, -0.68, 0.39, 0.28, 0.05, 0.09, -0.01, -0.24, -0.07, 0.50, 0.09, -0.28, 0.07, -1.32, 0.37, -0.74, -0.28, -0.81, 0.14, 0.47, 0.17, 0.36, 0.37, 0.52, -0.07, 0.30, 0.31, 0.31, -0.27, 0.22, -1.25, 1.53, -1.24, -0.26, -0.93, -0.28, -0.10, 0.48, 0.36, -0.06, 0.35, 0.36, 0.28, 0.32, 0.34, 0.24, -0.14, -1.49, 1.74, -1.10, -0.40, -0.19, -0.60, 0.39, 0.31, 0.29, -0.32, 0.21, 0.44, 0.32, 0.29, -0.19, 0.13, 0.31, -1.45, 2.66, -1.17, -0.03, -1.90, 0.06, -0.62, 0.23, 0.22, -0.69, 0.32, 0.43, 0.51, 0.49, 0.47, -0.25, 0.34, -0.50, 0.68, 0.13, -0.18, -0.92, -0.75, -0.40, 0.32, 0.44, 0.33, 0.12, -0.48, 0.32, 0.27, 0.29, 0.22, 0.39]
}

---

{
  "formula": "C42H112O14",
  "method": "ωB97M-V/def2-TZVPD",
  "total_charge": -1,
  "homo_energy_ev": [0.64, -7.74],
  "spin_multiplicity": 2,
  "homo_lumo_gap_ev": [1.62, 9.95],
  "total_energy_ha": -2720.5837,
  "largest_force_ev_per_a": 3.32,
  "elements": ["C", "C", "C", "O", "H", "H", "H", "H", "H", "H", "H", "H", "C", "C", "C", "O", "H", "H", "H", "H", "H", "H", "H", "H", "C", "C", "C", "O", "H", "H", "H", "H", "H", "H", "H", "H", "C", "C", "C", "O", "H", "H", "H", "H", "H", "H", "H", "H", "C", "C", "C", "O", "H", "H", "H", "H", "H", "H", "H", "H", "C", "C", "C", "O", "H", "H", "H", "H", "H", "H", "H", "H", "C", "C", "C", "O", "H", "H", "H", "H", "H", "H", "H", "H", "C", "C", "C", "O", "H", "H", "H", "H", "H", "H", "H", "H", "C", "C", "C", "O", "H", "H", "H", "H", "H", "H", "H", "H", "C", "C", "C", "O", "H", "H", "H", "H", "H", "H", "H", "H", "C", "C", "C", "O", "H", "H", "H", "H", "H", "H", "H", "H", "C", "C", "C", "O", "H", "H", "H", "H", "H", "H", "H", "H", "C", "C", "C", "O", "H", "H", "H", "H", "H", "H", "H", "H", "C", "C", "C", "O", "H", "H", "H", "H", "H", "H", "H", "H"],
  "positions_angstrom": [[-3.275, 2.284, 3.821], [-4.461, 1.453, 4.456], [-5.768, 1.859, 3.822], [-4.258, 0.090, 4.092], [-2.321, 1.906, 4.188], [-3.398, 3.341, 4.056], [-3.121, 2.120, 2.754], [-4.517, 1.659, 5.525], [-6.098, 2.881, 4.013], [-6.633, 1.306, 4.188], [-5.685, 1.706, 2.747], [-4.849, -0.235, 3.410], [0.677, -3.887, 2.111], [2.062, -3.128, 2.062], [3.255, -4.026, 2.255], [2.044, -2.680, 0.726], [0.679, -4.807, 1.527], [-0.219, -3.347, 1.805], [0.560, -4.345, 3.093], [1.964, -2.228, 2.670], [4.230, -3.556, 2.129], [3.266, -4.841, 1.530], [3.261, -4.546, 3.213], [1.188, -2.291, 0.531], [1.806, 4.620, 3.044], [2.244, 3.326, 3.824], [1.512, 2.086, 3.263], [3.669, 3.295, 3.890], [2.269, 5.570, 3.312], [0.758, 4.839, 3.247], [1.953, 4.491, 1.972], [1.814, 3.453, 4.817], [2.079, 1.167, 3.414], [1.314, 2.220, 2.199], [0.503, 1.984, 3.662], [3.968, 4.004, 4.463], [-3.169, -2.800, 0.415], [-3.275, -4.269, 0.833], [-4.211, -5.163, -0.071], [-2.096, -5.003, 1.044], [-4.123, -2.455, 0.016], [-2.446, -2.585, -0.371], [-2.850, -2.120, 1.205], [-3.822, -4.227, 1.775], [-3.760, -5.362, -1.043], [-5.203, -4.756, -0.268], [-4.369, -6.155, 0.352], [-1.698, -5.085, 0.174], [4.001, -4.307, -3.000], [4.816, -3.252, -2.207], [4.191, -1.853, -2.335], [4.669, -3.619, -0.847], [4.321, -5.298, -2.678], [3.975, -4.110, -4.071], [2.985, -4.184, -2.623], [5.876, -3.425, -2.392], [3.186, -1.791, -1.919], [4.279, -1.463, -3.350], [4.758, -1.181, -1.691], [3.856, -3.253, -0.492], [-5.922, 3.650, 0.299], [-6.217, 2.464, -0.657], [-4.918, 1.880, -1.264], [-6.901, 1.473, 0.184], [-6.936, 3.971, 0.537], [-5.490, 4.544, -0.150], [-5.420, 3.422, 1.239], [-6.784, 2.798, -1.526], [-5.213, 1.106, -1.973], [-4.236, 1.389, -0.570], [-4.274, 2.601, -1.767], [-7.569, 1.998, 0.631], [-1.145, -1.082, 3.901], [-1.255, -2.159, 4.976], [-0.408, -1.964, 6.206], [-2.566, -2.273, 5.333], [-0.148, -1.179, 3.472], [-1.363, -0.088, 4.292], [-1.871, -1.322, 3.124], [-0.998, -3.102, 4.494], [-0.377, -0.888, 6.374], [0.621, -2.267, 6.011], [-0.793, -2.549, 7.042], [-3.144, -1.669, 4.860], [-1.865, 4.755, 0.397], [-2.323, 6.176, 0.543], [-1.969, 6.668, 1.942], [-1.549, 6.940, -0.338], [-2.026, 4.197, 1.320], [-0.828, 4.765, 0.062], [-2.482, 4.240, -0.339], [-3.380, 6.315, 0.318], [-2.477, 7.603, 2.176], [-0.889, 6.800, 2.005], [-2.246, 5.984, 2.745], [-1.886, 7.838, -0.295], [-0.114, -6.853, -0.968], [0.436, -5.561, -1.606], [0.820, -5.689, -3.045], [-0.681, -4.721, -1.596], [-0.922, -7.343, -1.511], [-0.423, -6.692, 0.065], [0.716, -7.536, -0.789], [1.189, -5.029, -1.024], [0.747, -4.815, -3.691], [0.314, -6.531, -3.517], [1.801, -6.148, -3.173], [-0.317, -3.858, -1.803], [6.573, 0.934, 0.122], [5.427, 0.913, 1.149], [5.367, -0.366, 2.052], [5.529, 2.030, 1.985], [7.529, 1.297, 0.501], [6.243, 1.542, -0.721], [6.778, -0.114, -0.096], [4.443, 1.035, 0.695], [5.054, -1.291, 1.566], [4.557, -0.243, 2.772], [6.268, -0.566, 2.631], [4.981, 1.951, 2.770], [5.124, 1.748, -3.423], [3.759, 2.088, -3.876], [3.049, 0.945, -4.608], [2.941, 2.462, -2.749], [5.615, 2.654, -3.069], [5.698, 1.385, -4.276], [5.203, 0.967, -2.667], [3.938, 2.937, -4.536], [2.119, 1.292, -5.058], [2.770, 0.325, -3.757], [3.738, 0.408, -5.260], [3.457, 3.114, -2.268], [-0.273, -1.269, -5.042], [-0.697, -1.168, -3.530], [-2.216, -0.906, -3.369], [-0.570, -2.439, -2.928], [-0.315, -0.271, -5.479], [-0.870, -1.960, -5.637], [0.716, -1.668, -5.265], [-0.038, -0.483, -2.996], [-2.893, -1.467, -4.014], [-2.263, 0.143, -3.662], [-2.515, -0.997, -2.325], [-1.223, -3.068, -3.244], [0.728, 4.131, -4.419], [-0.525, 3.281, -4.228], [-1.699, 3.483, -5.239], [-0.208, 1.945, -4.045], [1.544, 3.542, -4.839], [1.106, 4.558, -3.490], [0.505, 4.954, -5.097], [-0.902, 3.578, -3.249], [-2.239, 4.429, -5.282], [-2.285, 2.573, -5.367], [-1.152, 3.637, -6.169], [0.657, 1.996, -3.631], [1.456, 0.296, -0.339], [0.296, -0.092, 0.515], [-0.806, 0.970, 0.591], [-0.263, -1.218, -0.073], [1.885, 1.190, 0.113], [1.204, 0.756, -1.294], [2.169, -0.515, -0.486], [0.656, -0.347, 1.511], [-0.780, 1.502, -0.360], [-0.622, 1.705, 1.374], [-1.762, 0.497, 0.814], [-0.645, -1.030, -0.934]],
  "mulliken_charge": [-1.02, 0.45, -1.49, -0.31, 0.30, 0.42, -0.11, 0.22, 0.44, 0.46, 0.19, 0.21, -1.68, 1.19, -1.75, 1.58, 0.19, 0.26, 0.68, -0.02, 0.27, 0.35, 0.39, -0.98, -1.27, 0.17, 0.11, -0.31, 0.52, 0.22, 0.07, 0.27, 0.18, -0.27, -0.03, 0.25, 0.15, 0.43, -1.49, -0.49, 0.56, -0.53, -0.50, 0.35, 0.30, 0.44, 0.35, 0.09, -0.69, 0.18, -0.03, -0.62, 0.40, 0.41, -0.35, 0.38, -0.35, 0.49, -0.24, 0.01, -1.35, 0.22, -1.24, -0.32, 0.67, 0.44, -0.13, 0.15, 0.35, 0.04, 0.56, 0.32, 0.50, 1.00, -1.48, -0.62, -0.42, 0.21, -0.46, 0.05, 0.30, 0.30, 0.39, 0.34, -0.26, 0.04, -1.31, -0.13, 0.17, 0.16, 0.01, -0.06, 0.71, -0.01, 0.27, 0.30, -1.77, 2.18, -1.61, -0.37, 0.37, 0.49, 0.40, -0.63, 0.20, 0.40, 0.45, 0.24, -1.27, 1.78, -1.46, -0.63, 0.46, 0.03, 0.34, -0.45, 0.25, 0.30, 0.34, 0.23, -1.70, 0.51, -0.78, 0.26, 0.55, 0.44, 0.06, 0.19, 0.26, -0.17, 0.62, -0.06, -1.83, 2.17, -1.31, -0.39, 0.25, 0.45, 0.35, -0.70, 0.49, 0.09, 0.19, 0.18, -1.41, 1.19, -2.04, -0.17, 0.21, 0.23, 0.47, -0.01, 0.52, 0.29, 0.47, -0.31, -0.12, 1.28, -1.64, 1.73, 0.28, -0.57, -0.10, -0.54, 0.30, 0.26, 0.16, -0.97]
}